Record 1
{
  "formula": "C17H23ClN2O3S",
  "method": "ωB97M-V/def2-TZVPD",
  "elements": ["O", "C", "N", "C", "H", "C", "C", "C", "C", "H", "H", "H", "H", "H", "H", "H", "H", "H", "C", "C", "C", "C", "C", "C", "H", "H", "Cl", "S", "O", "O", "N", "C", "C", "C", "C", "C", "H", "H", "H", "H", "H", "H", "H", "H", "H", "H", "H"],
  "positions_angstrom": [[-1.51343, -4.24013, -0.21233], [-1.38852, -3.16020, 0.33724], [-2.26920, -2.70165, 1.24826], [-2.15045, -1.49886, 2.03604], [-2.29986, -1.78313, 3.08470], [-3.21798, -0.46749, 1.62396], [-4.41598, -1.19017, 1.00052], [-4.66155, -2.50320, 1.73888], [-3.48617, -3.45585, 1.49108], [-3.34402, -4.12803, 2.34621], [-3.65647, -4.07140, 0.60494], [-5.58350, -2.97109, 1.39446], [-4.77101, -2.29887, 2.80570], [-5.29964, -0.55359, 1.04518], [-4.21329, -1.40755, -0.04976], [-2.81057, 0.25298, 0.91377], [-3.53499, 0.08517, 2.50969], [-1.14491, -1.08825, 1.94173], [-0.23141, -2.26312, 0.00507], [-0.44754, -0.99047, -0.50940], [0.61907, -0.19247, -0.86895], [1.91648, -0.66168, -0.74711], [2.14531, -1.94606, -0.26783], [1.07304, -2.73818, 0.10261], [1.24091, -3.73940, 0.46921], [3.15627, -2.31285, -0.19018], [3.21879, 0.34743, -1.20168], [0.27978, 1.47222, -1.45730], [0.86948, 1.67124, -2.74399], [-1.13460, 1.68021, -1.30877], [1.13410, 2.35445, -0.33394], [0.48587, 2.48633, 0.94952], [1.53699, 2.81357, 2.00782], [2.28844, 4.08399, 1.61629], [2.89718, 3.91471, 0.22605], [1.80089, 3.56064, -0.77488], [2.20909, 3.35571, -1.76484], [1.08422, 4.39182, -0.85626], [3.39360, 4.83276, -0.09001], [3.63391, 3.11038, 0.24558], [3.07107, 4.29555, 2.34659], [1.59488, 4.92803, 1.60903], [1.05177, 2.93686, 2.97700], [2.24063, 1.98194, 2.07411], [-0.00925, 1.53698, 1.16612], [-0.28181, 3.27325, 0.91724], [-1.43992, -0.59370, -0.65266]],
  "forces_ev_per_angstrom": [[0.13, -0.22, -0.14], [0.22, 0.04, 0.00], [-0.16, -0.01, 0.04], [0.06, 0.41, 0.21], [0.09, 0.05, -0.05], [0.02, -0.12, -0.07], [-0.08, 0.03, 0.20], [0.05, 0.11, -0.15], [-0.20, -0.34, -0.06], [0.00, -0.02, -0.10], [-0.01, 0.05, 0.16], [-0.01, -0.04, 0.09], [-0.06, -0.01, 0.05], [0.00, 0.01, -0.09], [-0.04, 0.03, -0.07], [0.05, 0.07, 0.02], [0.01, 0.06, 0.01], [-0.11, -0.08, 0.13], [0.16, 0.10, -0.30], [-0.05, -0.16, 0.07], [-0.11, 0.60, -0.17], [-0.12, -0.23, 0.07], [-0.04, 0.22, -0.05], [-0.23, 0.05, 0.01], [0.03, -0.10, 0.02], [0.10, -0.01, 0.01], [0.78, -0.14, -0.09], [0.08, -0.03, 0.36], [0.18, 0.04, 0.03], [0.02, -0.09, 0.19], [-0.62, -0.48, -0.68], [-0.21, -0.18, 0.59], [-0.16, 0.16, -0.15], [0.20, -0.22, 0.02], [-0.30, 0.09, 0.02], [0.45, 0.22, -0.47], [0.03, 0.17, 0.05], [0.05, -0.03, -0.02], [0.04, -0.01, -0.04], [0.07, -0.02, -0.04], [-0.04, 0.08, 0.03], [-0.01, 0.09, 0.04], [-0.01, -0.05, 0.02], [0.01, -0.07, 0.06], [-0.06, 0.09, 0.17], [0.00, -0.08, 0.02], [-0.17, -0.01, 0.07]],
  "total_charge": 0,
  "smiles": "O=C(c1ccc(Cl)c(S(=O)(=O)N2CCCCC2)c1)N1CCCCC1",
  "e_above_lowest_kj_mol": 50.16,
  "e_tot_ev": -50483.08587,
  "mol_weight_g_mol": 370.90,
  "fmax_ha_per_bohr": 0.020
}

Record 2
{
  "formula": "C17H23F5INO3Rh",
  "method": "ωB97M-V/def2-TZVPD",
  "elements": ["Rh", "I", "C", "H", "H", "C", "C", "O", "C", "C", "H", "H", "H", "H", "H", "H", "H", "H", "H", "H", "O", "C", "C", "C", "C", "C", "C", "N", "H", "H", "H", "H", "H", "H", "H", "H", "H", "H", "H", "F", "C", "C", "F", "C", "F", "C", "O", "C", "F", "C", "F"],
  "positions_angstrom": [[0.58359, -0.68533, 0.19433], [-1.48361, -3.04008, 3.54288], [0.79153, -0.04605, 1.88909], [0.76820, -0.74447, 2.73213], [0.62034, 1.00264, 2.13736], [3.60760, -2.66335, 1.15190], [3.45604, -2.21481, -0.28842], [2.95880, -0.87437, -0.41398], [3.86098, 0.12787, 0.07748], [3.95651, 1.25394, -0.92298], [3.91933, -3.70934, 1.17768], [2.65953, -2.57336, 1.68949], [4.35871, -2.07414, 1.67994], [2.73719, -2.84290, -0.81321], [4.41065, -2.28409, -0.81603], [4.84198, -0.32574, 0.23580], [3.49216, 0.49143, 1.03708], [4.34245, 0.88641, -1.87477], [4.62936, 2.02683, -0.54583], [2.97255, 1.69303, -1.09072], [0.47753, 1.32522, -0.46054], [-0.49450, 1.99956, -0.85810], [-0.40233, 3.49967, -0.91951], [-1.35974, 4.20514, 0.09035], [-2.41012, 3.28881, 0.72697], [-3.47034, 2.78446, -0.25470], [-2.84765, 2.21198, -1.53533], [-1.63543, 1.43515, -1.25762], [-0.63154, 3.81093, -1.93986], [0.63239, 3.76210, -0.72447], [-1.86108, 5.03210, -0.41596], [-0.75822, 4.63916, 0.88798], [-2.90623, 3.82462, 1.53685], [-1.90600, 2.43434, 1.19032], [-4.14241, 3.59819, -0.53619], [-4.07441, 2.01871, 0.23956], [-2.58520, 3.01991, -2.21645], [-3.54804, 1.56489, -2.05824], [-1.70120, 0.43374, -1.16005], [-2.81582, -4.70987, 1.60377], [-2.01135, -3.59911, 1.56916], [-2.65518, -2.56135, 0.72335], [-2.32822, -1.33644, 0.96458], [-2.65147, -2.94927, -0.72536], [-3.79362, -3.09587, -1.41161], [-1.36942, -2.52899, -1.35943], [-0.60023, -1.61769, -1.44614], [-1.45656, -3.89689, -0.80777], [-1.44432, -5.01767, -1.53704], [-0.91301, -3.86281, 0.60230], [0.17981, -3.11682, 0.70994]],
  "forces_ev_per_angstrom": [[1.21, 1.21, 1.89], [0.04, 0.03, -0.25], [-1.60, -0.62, -1.50], [0.39, -0.04, -0.05], [0.45, 0.07, -0.04], [-0.04, -0.01, -0.02], [0.05, 0.17, 0.07], [0.03, -0.53, -0.14], [0.03, 0.07, -0.15], [-0.05, 0.03, -0.04], [-0.01, 0.04, 0.03], [0.02, -0.02, 0.00], [-0.04, -0.04, 0.00], [-0.02, -0.02, -0.07], [0.04, -0.02, -0.03], [0.01, -0.01, 0.00], [0.01, -0.01, 0.10], [0.01, 0.03, 0.03], [-0.04, -0.02, -0.04], [0.03, 0.01, 0.01], [0.06, 0.14, 0.27], [-0.16, -0.15, -0.20], [-0.12, 0.04, 0.05], [0.02, -0.16, -0.03], [-0.02, 0.09, -0.11], [0.13, -0.14, 0.02], [0.08, 0.01, 0.18], [-0.16, 0.27, 0.05], [0.02, -0.01, -0.01], [0.05, 0.02, 0.02], [0.04, 0.01, 0.02], [0.01, 0.02, -0.03], [0.02, -0.01, 0.01], [-0.03, 0.01, 0.05], [-0.01, -0.03, 0.01], [-0.02, 0.05, -0.04], [-0.01, -0.03, -0.06], [0.02, -0.01, -0.04], [0.07, -0.08, 0.01], [0.04, 0.06, 0.04], [-0.57, -0.93, 0.96], [1.73, -1.29, -1.16], [-0.49, 1.45, 0.53], [-1.01, -0.01, -0.19], [-0.05, 0.12, 0.08], [0.04, -0.55, 1.46], [-0.11, 0.59, -1.09], [0.26, -1.06, -0.10], [0.19, -0.01, 0.00], [-1.58, 1.58, -1.19], [1.06, -0.35, 0.66]],
  "total_charge": 1,
  "e_above_lowest_kj_mol": 223.98,
  "e_tot_ev": -50315.90755,
  "mol_weight_g_mol": 614.18,
  "fmax_ha_per_bohr": 0.050
}